The following is a DFT calculation (wB97M-V/def2-TZVPD) of a structure of composition C2H14F6O13S2Y at a distorted geometry.

```
38
C2H14F6O13S2Y, DFT wB97M-V/def2-TZVPD
Y 13.59 -10.65 2.22
S 15.80 -11.49 -0.57
S 17.00 -10.42 3.75
F 14.77 -13.85 -0.04
F 15.98 -9.65 6.04
F 16.70 -11.68 6.03
F 16.32 -13.84 -1.54
F 18.11 -10.05 6.07
F 16.84 -13.62 0.54
O 15.18 -11.08 0.71
O 13.97 -12.93 2.78
O 13.07 -11.14 4.63
O 14.99 -8.64 1.91
O 15.57 -10.73 3.51
O 12.68 -12.10 0.46
O 12.64 -8.77 3.23
O 12.61 -9.34 0.48
O 14.85 -11.35 -1.66
O 17.11 -11.00 -0.72
O 11.24 -11.00 2.46
O 17.33 -9.06 3.44
O 17.88 -11.47 3.36
C 15.97 -13.30 -0.39
C 16.97 -10.46 5.57
H 12.61 -11.95 4.87
H 10.57 -10.48 2.01
H 12.15 -9.67 -0.31
H 11.75 -8.65 3.57
H 10.79 -11.47 3.17
H 12.91 -8.45 0.27
H 15.15 -8.01 2.62
H 11.84 -12.55 0.55
H 15.69 -8.44 1.27
H 13.06 -12.37 -0.40
H 13.13 -7.99 3.52
H 13.27 -10.69 5.46
H 14.63 -13.18 3.44
H 13.48 -13.72 2.56
```

Summary:
Multiplicity ... 1
Calculated total energy ... -67937.6558 eV
Charge ... +1